Density functional theory data (ωB97M-V/def2-TZVPD) for a cluster of 15 separate species, C66H158B5F20N12O8 in total.

For the HOMO energy, the calculation gives -16.98 eV. The total energy comes out at -5989.4870 hartree. The strongest force on any atom is 3.4 eV/A. The total charge is +5.

Each line ends with the Mulliken charge.
Element x y z (Å)
C (4.36806, -34.01876, -10.26745)  -1.2487
C (4.94188, -35.39630, -9.88437)  0.1846
N (6.25196, -35.67518, -10.63448)  0.2325
C (6.05733, -35.80041, -12.06328)  -0.9336
C (7.26414, -34.66605, -10.38038)  -0.8895
C (7.74137, -34.66770, -8.95380)  -0.8415
C (6.68167, -37.04338, -10.17102)  -0.0031
C (7.96503, -37.65941, -10.70116)  -0.9433
O (8.07427, -37.86352, -12.05069)  -0.4068
C (9.39354, -38.15856, -12.42049)  -0.7589
H (3.32046, -34.02561, -9.98785)  0.3166
H (4.28701, -33.80579, -11.30619)  0.4234
H (4.80319, -33.24138, -9.66575)  0.3283
H (4.28777, -36.20972, -10.19144)  0.4882
H (5.19796, -35.52073, -8.84216)  -0.2647
H (5.73514, -34.79334, -12.47063)  0.3363
H (5.18870, -36.47775, -12.22878)  0.3154
H (6.93522, -36.21737, -12.48926)  0.5140
H (6.86219, -33.67217, -10.59417)  0.7964
H (8.06259, -34.80569, -11.08354)  0.5080
H (6.96883, -34.74531, -8.18647)  -0.0045
H (8.32411, -33.73215, -8.87913)  0.3549
H (8.53399, -35.40930, -8.80086)  0.3001
H (5.85955, -37.70118, -10.40427)  0.6920
H (6.86822, -36.99315, -9.10604)  -0.0193
H (8.00217, -38.63783, -10.11510)  0.3752
H (8.89722, -37.08539, -10.38604)  0.3210
H (10.01139, -37.28120, -12.22426)  0.3347
H (9.42328, -38.39962, -13.48389)  0.2682
H (9.76304, -38.98621, -11.80740)  0.3348
C (-0.23838, -26.92911, -3.19360)  -1.3945
C (-0.18774, -27.05286, -4.70837)  -0.4886
N (-1.54770, -27.04020, -5.35235)  0.5672
C (-1.30561, -27.10925, -6.92757)  -0.8744
C (-2.27715, -28.26976, -4.92817)  -0.0556
C (-3.59304, -28.62100, -5.61183)  -1.4648
C (-2.38696, -25.79478, -5.05943)  -0.5962
C (-1.82030, -24.40566, -5.17147)  -0.9191
O (-1.08209, -24.17916, -6.30821)  -0.2701
C (-0.57460, -22.81294, -6.30186)  -0.7604
H (0.15052, -25.94316, -2.90501)  0.3729
H (0.50877, -27.65327, -2.86264)  0.3325
H (-1.16629, -27.25961, -2.73284)  0.3580
H (0.32025, -27.90200, -5.07030)  0.4911
H (0.26285, -26.16424, -5.14478)  0.3978
H (-2.30502, -26.88838, -7.38006)  0.4242
H (-0.93147, -28.12446, -7.08438)  0.3094
H (-0.68897, -26.28674, -7.25587)  0.3196
H (-2.55783, -28.14902, -3.90928)  0.2509
H (-1.61494, -29.11358, -5.00923)  0.3059
H (-3.91718, -29.57840, -5.18656)  0.4540
H (-3.43099, -28.78142, -6.70388)  0.3209
H (-4.40227, -27.88512, -5.47263)  0.3360
H (-2.78476, -25.82880, -4.08949)  0.2891
H (-3.17344, -25.90242, -5.84130)  0.5197
H (-1.27369, -24.29908, -4.22861)  0.3901
H (-2.68147, -23.70671, -4.99394)  0.4866
H (0.26882, -22.74192, -5.61797)  0.3305
H (-1.30255, -22.08310, -5.97354)  0.3532
H (-0.23551, -22.58210, -7.33297)  0.1824
C (12.30579, -30.31481, -10.79247)  -1.4541
C (13.17426, -29.10981, -10.35865)  -0.5071
N (12.68226, -28.50386, -9.11799)  0.3076
C (11.29060, -27.86233, -9.28015)  -0.8237
C (12.64451, -29.51243, -7.98752)  -0.2878
C (13.95254, -30.15689, -7.58129)  -1.5068
C (13.66928, -27.46590, -8.70614)  -0.6845
C (13.93425, -26.36674, -9.66244)  -1.0507
O (12.86317, -25.46767, -9.66118)  -0.2672
C (13.05624, -24.26356, -10.40467)  -0.8039
H (12.52093, -30.53873, -11.83298)  0.4363
H (11.21862, -30.15457, -10.73170)  0.2695
H (12.57074, -31.25806, -10.33393)  0.3745
H (13.08880, -28.31963, -11.10702)  0.4874
H (14.19948, -29.43961, -10.13472)  0.5181
H (11.39605, -27.21981, -10.13040)  0.3680
H (10.99994, -27.36703, -8.33895)  0.3534
H (10.59105, -28.70089, -9.41546)  0.2170
H (11.93861, -30.27346, -8.32772)  0.3714
H (12.21612, -28.96038, -7.17118)  0.4805
H (14.51790, -29.65707, -6.81436)  0.4002
H (14.46015, -30.50418, -8.44788)  0.4178
H (13.59217, -31.14575, -7.17510)  0.3561
H (14.60831, -28.07474, -8.59974)  0.4880
H (13.49154, -27.20723, -7.72181)  0.6258
H (14.32122, -26.80846, -10.59839)  0.4035
H (14.83426, -25.86788, -9.30947)  0.5701
H (13.37077, -24.43714, -11.43778)  0.3406
H (13.93302, -23.74323, -9.94404)  0.3249
H (12.20344, -23.57951, -10.42012)  0.2399
C (2.00738, -34.99359, -7.66204)  -0.6618
C (1.29861, -35.84767, -6.67576)  -1.0307
N (0.13025, -35.27796, -6.01603)  0.4054
C (-0.82333, -34.95995, -7.01067)  -1.0325
C (-0.48358, -36.34531, -5.13650)  -0.4421
C (0.36417, -36.88820, -4.06111)  -1.5126
C (0.49216, -34.05028, -5.18877)  0.5995
C (-0.69589, -33.31934, -4.47846)  -1.3634
O (-1.23897, -34.13003, -3.42326)  -0.2198
C (-2.46963, -33.67860, -2.85872)  -0.8604
H (1.41626, -34.93995, -8.58399)  0.6254
H (2.89038, -35.53219, -7.91525)  0.0344
H (2.29681, -34.00519, -7.22726)  -0.0168
H (1.88713, -36.08165, -5.81305)  0.3999
H (0.97126, -36.80724, -7.06425)  0.4947
H (-1.75326, -34.60736, -6.56356)  0.4488
H (-1.05930, -35.78561, -7.64423)  0.4075
H (-0.39586, -34.19661, -7.62381)  0.3945
H (-0.78520, -37.16610, -5.81045)  0.5753
H (-1.41952, -35.92956, -4.77766)  0.5027
H (0.58055, -36.14147, -3.30436)  0.3568
H (1.22015, -37.38265, -4.45640)  0.4101
H (-0.24000, -37.62536, -3.59086)  0.5250
H (0.79384, -33.31261, -5.95090)  -0.7178
H (1.33079, -34.23653, -4.52143)  0.5349
H (-1.56410, -33.12290, -5.14133)  0.4533
H (-0.20120, -32.36941, -4.21659)  0.4446
H (-3.25936, -33.56824, -3.62838)  0.3257
H (-2.40166, -32.75357, -2.30966)  0.3212
H (-2.85691, -34.50650, -2.24577)  0.2876
C (12.69691, -35.77016, -2.40190)  -1.4109
C (11.50676, -36.51293, -3.00884)  -0.5871
N (10.23040, -35.76191, -3.05033)  0.7747
C (10.35782, -34.72354, -4.05874)  -1.6601
C (9.05505, -36.63761, -3.35579)  -0.2563
C (9.17700, -37.40488, -4.66651)  -1.4253
C (10.00947, -35.09423, -1.70322)  -0.7628
C (10.12064, -35.89237, -0.46985)  -0.9881
O (9.14003, -36.88506, -0.31611)  -0.3779
C (9.07134, -37.49360, 0.95862)  -0.8284
H (13.00888, -35.03224, -3.12143)  0.4204
H (13.45669, -36.53229, -2.25951)  0.4105
H (12.44685, -35.29389, -1.44024)  0.2834
H (11.33439, -37.51390, -2.59211)  0.5101
H (11.63135, -36.74751, -4.07958)  0.5593
H (10.51762, -35.17816, -5.02988)  0.4127
H (11.22478, -34.11520, -3.75048)  0.4361
H (9.58017, -34.00364, -3.94439)  0.6415
H (8.14873, -36.01624, -3.33418)  0.3082
H (8.97554, -37.28610, -2.48554)  0.3857
H (9.06206, -36.80789, -5.55492)  0.2885
H (8.33742, -38.12477, -4.53367)  0.4456
H (10.01005, -38.07324, -4.56688)  0.4466
H (8.97575, -34.73556, -1.79315)  0.3527
H (10.63518, -34.17869, -1.74041)  0.5863
H (10.06972, -35.17787, 0.33981)  0.5870
H (11.07861, -36.33008, -0.35680)  0.4903
H (8.14386, -37.21066, 1.48475)  0.2426
H (9.95372, -37.34883, 1.62402)  0.3565
H (8.98840, -38.55442, 0.79873)  0.3227
C (8.07793, -31.34754, -5.78211)  -0.9352
C (7.16006, -30.04385, -5.54986)  -0.2972
N (5.70786, -30.36876, -5.70296)  0.9995
C (5.42901, -31.36582, -6.76613)  -0.0832
C (5.22170, -30.94913, -4.43910)  -0.5591
C (3.77947, -31.47076, -4.42853)  -0.7449
C (4.96337, -29.16890, -5.99952)  -0.1755
C (5.03336, -28.09439, -4.95398)  -1.3248
O (4.08872, -28.39463, -3.92856)  0.0383
C (4.11814, -27.39115, -2.97963)  -0.9752
H (9.08959, -31.05465, -5.49459)  0.6547
H (8.10922, -31.56316, -6.88037)  0.0079
H (7.86632, -32.25249, -5.21115)  -0.2906
H (7.42264, -29.32627, -6.33190)  0.4762
H (7.25664, -29.51998, -4.61103)  0.2884
H (5.92732, -30.99601, -7.65896)  -0.1592
H (4.35249, -31.29062, -6.92372)  0.3869
H (5.71262, -32.40124, -6.44877)  -0.2763
H (5.30699, -30.24071, -3.64170)  0.7581
H (5.91544, -31.76622, -4.20445)  0.3077
H (3.52533, -31.68598, -3.41042)  0.7944
H (3.67363, -32.46364, -4.93879)  -0.5758
H (3.02191, -30.74054, -4.77153)  -0.1976
H (3.92494, -29.46602, -6.11507)  0.0636
H (5.32527, -28.89193, -6.99738)  0.4952
H (4.70567, -27.20095, -5.42935)  0.9750
H (6.04197, -27.88325, -4.55770)  0.3108
H (3.45657, -27.63681, -2.11550)  0.2530
H (4.02034, -26.41597, -3.40133)  0.3955
H (5.12902, -27.27231, -2.47432)  0.2465
C (2.15862, -35.29323, 0.14373)  -0.9920
C (3.50089, -35.09928, 0.81732)  -0.4654
N (4.28491, -33.92478, 0.28705)  0.3123
C (4.87528, -33.79474, -0.90290)  -1.1573
C (5.59328, -32.60843, -0.89802)  -0.6344
N (5.40330, -32.06327, 0.37074)  0.3154
C (4.65202, -32.89219, 1.05560)  -0.1422
C (5.69796, -30.67304, 0.83305)  -0.7651
H (1.56921, -34.39676, 0.34114)  0.3417
H (1.73857, -36.22079, 0.46725)  0.4281
H (2.26072, -35.46005, -0.90989)  0.1858
H (4.11671, -36.00194, 0.72437)  0.3252
H (3.41957, -34.87876, 1.88821)  0.3231
H (4.75106, -34.39331, -1.79599)  0.9275
H (6.12602, -32.06491, -1.64774)  0.7116
H (4.23251, -32.82538, 2.06765)  0.3977
H (6.58850, -30.30842, 0.29691)  0.2060
H (5.87766, -30.70168, 1.89243)  0.3653
H (4.84170, -30.04230, 0.56651)  0.3151
C (4.43857, -23.14920, -8.84381)  -0.9947
C (4.36787, -21.74192, -8.25574)  -0.6359
N (4.35125, -20.71222, -9.37189)  0.1823
C (5.45949, -20.08117, -9.91708)  -0.4837
C (5.02916, -19.14565, -10.80109)  -0.3386
N (3.67055, -19.21692, -10.79285)  0.0238
C (3.23702, -20.11904, -9.91917)  -0.1266
C (2.73513, -18.36080, -11.65538)  -0.7657
H (5.06890, -23.10365, -9.76182)  0.3061
H (3.45913, -23.47083, -9.10771)  0.3532
H (4.87709, -23.84584, -8.16474)  0.3438
H (5.24171, -21.45764, -7.64259)  0.3447
H (3.47468, -21.57014, -7.66407)  0.3704
H (6.42183, -20.28708, -9.55815)  0.5004
H (5.51995, -18.42339, -11.40424)  0.4624
H (2.21286, -20.42151, -9.69373)  0.4708
H (2.23376, -19.07175, -12.31040)  0.3398
H (3.31697, -17.60317, -12.18513)  0.2971
H (2.03909, -17.82177, -10.97568)  0.3370
C (4.13759, -27.37904, -11.72825)  -1.0433
C (5.26012, -26.56032, -12.24135)  0.6883
O (5.34786, -25.41924, -12.45105)  -0.4093
N (6.54448, -27.41223, -12.27010)  0.1373
H (6.77279, -27.80053, -11.36491)  0.1690
H (6.12706, -28.19143, -12.75297)  0.4175
C (7.70438, -26.85917, -12.88939)  -0.7673
H (3.98077, -28.25748, -12.36204)  0.4211
H (3.22811, -26.79421, -11.54899)  0.3333
H (4.47143, -27.83127, -10.79406)  0.2151
H (8.59015, -27.42555, -12.60721)  0.2523
H (7.73201, -25.91821, -12.31963)  0.3733
H (7.61389, -26.69819, -13.98895)  0.3267
C (11.15880, -23.54956, -3.07346)  -1.0818
C (10.61537, -22.22733, -2.56727)  0.6208
O (11.24870, -21.26643, -2.38183)  -0.3936
N (9.09839, -22.20493, -2.27031)  -0.0754
H (8.56936, -21.76052, -3.07852)  0.3682
H (8.75052, -23.20741, -2.36650)  0.3194
C (8.81293, -21.56241, -0.90988)  -0.7997
H (11.44176, -24.15285, -2.21788)  0.3280
H (12.11252, -23.21151, -3.45518)  0.3619
H (10.47587, -24.01655, -3.77003)  0.3614
H (7.75822, -21.63695, -0.66585)  0.3425
H (9.12637, -20.52065, -0.99282)  0.3579
H (9.38252, -22.14432, -0.20771)  0.3621
B (0.61473, -30.79017, -6.96850)  0.4161
F (0.59224, -30.56696, -5.45465)  -0.3979
F (0.60494, -29.50691, -7.59414)  -0.3959
F (1.78123, -31.49688, -7.24672)  -0.0350
F (-0.55036, -31.61099, -7.28698)  -0.3343
B (5.53160, -35.30613, -5.68337)  0.1398
F (5.74394, -36.05121, -6.93542)  -0.4071
F (6.72812, -34.53094, -5.37268)  -0.2085
F (4.43190, -34.42800, -5.91134)  -0.1094
F (5.32665, -36.23730, -4.66959)  -0.3546
B (7.39271, -29.72446, -9.87468)  0.3923
F (6.75104, -28.54614, -9.41545)  -0.5485
F (6.41591, -30.72832, -9.98082)  -0.3234
F (7.84040, -29.34594, -11.25299)  -0.3372
F (8.46089, -30.15774, -9.11919)  -0.2402
B (8.63999, -30.40300, -2.31679)  0.3326
F (8.20764, -29.11757, -2.84919)  -0.3997
F (9.95132, -30.77444, -2.83126)  -0.3803
F (8.52778, -30.28069, -0.89215)  -0.3569
F (7.79981, -31.50459, -2.82777)  -0.1138
B (6.71094, -24.04818, -4.69409)  0.4254
F (6.65430, -25.25464, -5.35178)  -0.2039
F (7.57008, -23.97188, -3.55270)  -0.4534
F (7.29050, -23.02841, -5.57835)  -0.4438
F (5.40217, -23.72270, -4.26740)  -0.3875